Entry 1:
C33H66GdN11O4PS as an isolated structure at a distorted geometry, computed with ωB97M-V with the def2-TZVPD basis set.

ORCA input file:
```
! RIJCOSX wB97M-V def2-TZVPD def2/J DEFGRID3
* xyz 1 8
Gd -0.662 0.768 1.465
N 1.031 2.354 0.268
C 2.180 2.985 0.923
C 1.872 3.279 2.390
N 1.499 2.080 3.149
C 2.669 1.240 3.429
C 2.721 -0.005 2.532
N 1.411 -0.658 2.471
C 0.818 2.486 4.383
C 0.156 1.320 5.119
N -0.713 0.564 4.217
H 1.315 2.103 -0.678
H 0.284 3.063 0.145
H 2.446 3.937 0.441
H 3.050 2.327 0.844
H 1.028 3.969 2.420
H 2.742 3.781 2.847
H 2.644 0.909 4.468
H 3.598 1.808 3.291
H 3.503 -0.677 2.915
H 2.992 0.281 1.520
H 1.272 -1.194 3.326
H 1.387 -1.303 1.677
H 0.034 3.186 4.090
H 1.504 3.000 5.076
H -0.392 1.735 5.980
H 0.909 0.634 5.519
H -1.525 1.126 3.955
H -1.075 -0.243 4.719
O -2.246 0.945 -0.414
C -3.183 1.626 -1.244
C -2.643 1.858 -2.655
C -1.227 2.457 -2.642
C -1.260 3.863 -2.126
C -1.623 4.918 -2.956
C -1.722 6.190 -2.422
C -1.473 6.362 -1.068
C -1.084 5.259 -0.327
N -0.964 4.045 -0.842
H -1.860 0.185 -0.910
H -3.400 2.568 -0.734
H -4.116 1.047 -1.308
H -3.321 2.523 -3.191
H -2.615 0.904 -3.186
H -0.829 2.436 -3.658
H -0.589 1.853 -1.992
H -1.803 4.739 -4.004
H -1.991 7.030 -3.045
H -1.567 7.332 -0.607
H -0.846 5.341 0.726
N -3.429 -2.742 3.296
C -4.112 -2.299 2.202
C -3.271 -1.439 1.557
N -2.089 -1.343 2.240
C -2.220 -2.146 3.274
H -3.768 -3.403 3.977
H -5.106 -2.624 1.979
H -3.448 -0.892 0.652
H -1.456 -2.363 3.999
C -3.051 3.567 3.796
S -2.566 2.768 2.244
O -2.807 1.330 2.452
O -3.333 3.385 1.203
O -1.110 2.950 2.114
H -4.056 3.241 4.027
H -3.026 4.635 3.636
H -2.363 3.284 4.581
N -0.040 -0.661 -0.254
P 0.639 -1.806 -1.008
N 0.022 -2.126 -2.575
C -0.302 -0.963 -3.366
C -1.381 -1.305 -4.386
C -0.819 -2.292 -5.419
C 0.300 -3.139 -4.804
C 0.029 -3.374 -3.320
N 2.334 -1.607 -1.206
C 3.231 -2.459 -1.950
C 3.731 -1.807 -3.241
C 4.348 -0.442 -2.958
C 3.319 0.415 -2.230
C 2.901 -0.312 -0.951
N 0.612 -3.418 -0.437
C 1.630 -4.062 0.349
C 1.152 -4.389 1.768
C -0.122 -5.224 1.702
C -1.173 -4.445 0.920
C -0.648 -4.118 -0.476
H 0.575 -0.573 -3.910
H -0.623 -0.195 -2.660
H -1.738 -0.403 -4.884
H -2.225 -1.754 -3.861
H -0.430 -1.748 -6.281
H -1.619 -2.940 -5.775
H 1.261 -2.639 -4.922
H 0.370 -4.102 -5.312
H 0.776 -4.049 -2.901
H -0.949 -3.872 -3.240
H 2.721 -3.393 -2.173
H 4.106 -2.683 -1.320
H 2.892 -1.670 -3.923
H 4.461 -2.466 -3.714
H 4.661 0.032 -3.890
H 5.232 -0.559 -2.326
H 2.442 0.562 -2.863
H 3.734 1.395 -1.984
H 2.134 0.245 -0.409
H 3.801 -0.434 -0.328
H 2.501 -3.405 0.392
H 1.929 -5.007 -0.136
H 0.940 -3.460 2.303
H 1.941 -4.925 2.298
H -0.481 -5.457 2.707
H 0.085 -6.168 1.194
H -1.377 -3.502 1.425
H -2.100 -5.016 0.837
H -1.363 -3.467 -0.984
H -0.545 -5.055 -1.044
*
```

Values from the calculation:
* HOMO energy (spin up / spin down): -10.06 / -9.95 eV
* <S²>: 16.033
* energy relative to the best compared isomer or geometry (same formula, charge and spin): 22.7 kJ/mol

Entry 2:
A 7-piece molecular cluster, C33H66O14S6Si overall at a distorted geometry, computed with ωB97M-V with the def2-TZVPD basis set.

ORCA input file:
```
! RIJCOSX wB97M-V def2-TZVPD def2/J DEFGRID3
* xyz 0 1
C 0.103 3.479 -8.242
C 0.230 3.235 -7.072
C 0.489 3.042 -5.654
C 2.000 2.846 -5.410
C 2.362 1.363 -5.082
Si 1.871 1.085 -3.297
O 2.301 -0.419 -2.695
C 2.787 -0.410 -1.353
C 1.774 0.032 -0.296
O 2.062 1.308 0.270
C 0.998 2.224 0.197
C 1.072 3.252 1.348
H -0.073 3.694 -9.254
H 0.110 3.892 -5.100
H -0.091 2.183 -5.331
H 2.601 3.234 -6.221
H 2.259 3.441 -4.533
H 3.426 1.267 -5.264
H 1.786 0.767 -5.782
H 2.449 2.135 -2.441
H 0.393 1.186 -3.228
H 3.710 0.160 -1.255
H 3.053 -1.437 -1.118
H 1.871 -0.686 0.528
H 0.747 -0.060 -0.636
H 1.028 2.797 -0.732
H 0.013 1.760 0.244
H 0.404 2.914 2.131
H 0.766 4.213 0.963
H 2.093 3.285 1.708
O 1.713 -1.916 2.633
S 2.864 -1.560 3.431
O 4.113 -2.270 3.321
C 3.161 0.193 3.236
C 2.312 0.843 4.326
C 2.509 -0.018 5.581
C 2.366 -1.485 5.157
H 2.885 0.505 2.230
H 4.224 0.367 3.406
H 2.604 1.878 4.495
H 1.259 0.835 4.032
H 3.509 0.152 5.986
H 1.793 0.235 6.364
H 3.006 -2.143 5.739
H 1.332 -1.821 5.221
O -2.453 -0.966 2.071
S -2.635 -2.281 2.636
O -3.163 -2.465 3.971
C -3.571 -3.278 1.485
C -2.507 -3.910 0.592
C -1.376 -4.350 1.532
C -1.100 -3.184 2.489
H -4.277 -2.650 0.946
H -4.105 -4.034 2.060
H -2.908 -4.745 0.022
H -2.129 -3.169 -0.117
H -1.693 -5.227 2.101
H -0.479 -4.626 0.980
H -0.793 -3.527 3.474
H -0.360 -2.497 2.091
O 0.043 0.380 8.753
S -1.363 0.675 8.611
O -2.128 1.235 9.697
C -1.584 1.683 7.149
C -1.775 0.675 6.021
C -2.709 -0.407 6.579
C -2.195 -0.784 7.974
H -0.715 2.326 7.017
H -2.479 2.285 7.298
H -2.183 1.146 5.131
H -0.813 0.227 5.755
H -3.724 -0.012 6.657
H -2.745 -1.275 5.926
H -3.002 -1.058 8.649
H -1.463 -1.589 7.930
O 5.111 2.745 -7.633
S 4.631 1.701 -8.502
O 4.235 0.416 -7.987
C 3.317 2.364 -9.516
C 4.031 2.928 -10.740
C 5.090 1.886 -11.125
C 5.814 1.472 -9.836
H 2.764 3.111 -8.952
H 2.660 1.538 -9.788
H 3.335 3.118 -11.556
H 4.518 3.872 -10.486
H 4.600 1.016 -11.568
H 5.792 2.276 -11.860
H 6.125 0.431 -9.858
H 6.671 2.111 -9.633
O -2.015 3.223 3.934
S -1.514 4.448 4.503
O -0.119 4.616 4.822
C -2.056 5.814 3.484
C -3.412 6.204 4.064
C -3.239 6.172 5.587
C -2.511 4.869 5.939
H -2.104 5.495 2.445
H -1.331 6.619 3.598
H -3.727 7.186 3.713
H -4.170 5.478 3.762
H -2.637 7.027 5.903
H -4.195 6.238 6.104
H -1.859 4.986 6.802
H -3.210 4.054 6.110
O -4.198 -5.862 -1.375
S -3.095 -6.625 -1.906
O -1.728 -6.220 -1.706
C -3.288 -8.328 -1.394
C -4.143 -8.957 -2.490
C -3.583 -8.422 -3.815
C -3.391 -6.909 -3.655
H -3.750 -8.363 -0.410
H -2.295 -8.775 -1.359
H -4.110 -10.044 -2.445
H -5.183 -8.645 -2.376
H -2.622 -8.896 -4.021
H -4.244 -8.646 -4.651
H -2.538 -6.543 -4.221
H -4.286 -6.357 -3.934
*
```

Values from the calculation:
* HOMO energy: -9.23 eV